This record from the Open Molecules 2025 dataset describes a cluster of 2 separate species, C4H8NO3 in total. The level of theory is wB97M-V/def2-TZVPD.

frontier orbital gap	7.57	eV
LUMO	3.4801	eV
F_max	4.395	eV Å⁻¹
charge	-1
energy	-437.7470	hartree
HOMO	-4.094	eV

Positions of all 16 atoms, in Å:
C1 -0.60 1.38 0.51
C2 -0.99 1.85 1.81
O1 -2.05 2.41 1.99
N1 -0.10 1.80 2.90
H1 0.31 0.55 0.45
H2 -0.39 2.30 -0.04
H3 -0.33 2.13 3.81
H4 0.80 1.32 2.77
H5 -1.44 0.92 0.04
C3 0.22 -2.22 -2.58
C4 1.19 -2.03 -1.24
O2 2.40 -2.29 -1.50
O3 0.66 -1.67 -0.15
H6 -0.74 -1.69 -2.42
H7 0.40 -3.20 -2.96
H8 0.68 -1.57 -3.38



This record from the Open Molecules 2025 dataset describes a structure of composition H18O9. The level of theory is wB97M-V/def2-TZVPD.

frontier orbital gap	9.35	eV
LUMO	-0.0441	eV
F_max	6.986	eV Å⁻¹
energy	-687.6260	hartree
HOMO	-9.394	eV

Positions of all 27 atoms, in Å:
O1 0.22 2.49 -0.56
H1 -0.03 3.31 -0.15
H2 -0.46 2.32 -1.21
O2 -0.34 -1.46 1.25
H3 -0.97 -2.12 0.94
H4 -0.77 -1.06 2.01
O3 -2.05 -0.95 -0.74
H5 -1.89 -1.13 0.18
H6 -1.42 -0.26 -0.97
O4 0.67 -0.36 -2.13
H7 1.60 -0.55 -1.99
H8 0.29 -1.20 -2.36
O5 -0.57 1.18 -3.20
H9 -0.07 0.86 -2.44
H10 -0.20 0.69 -3.94
O6 1.86 -1.55 1.06
H11 0.92 -1.69 1.18
H12 2.27 -1.98 1.81
O7 0.10 1.61 1.54
H13 -0.06 0.77 1.11
H14 -0.18 2.26 0.90
O8 -0.36 0.21 -0.18
H15 0.01 -0.58 0.21
H16 0.04 0.26 -1.05
O9 0.17 -0.52 3.11
H17 0.24 -0.40 2.16
H18 0.98 -0.14 3.46



This record from the Open Molecules 2025 dataset describes the molecule C4H8N2O. The level of theory is wB97M-V/def2-TZVPD.

frontier orbital gap	10.26	eV
LUMO	0.8449	eV
F_max	0.258	eV Å⁻¹
energy	-342.0019	hartree
HOMO	-9.419	eV
SMILES	O=C1NCCCN1

Positions of all 15 atoms, in Å:
O1 -0.97 2.58 -0.66
C1 -0.57 1.46 -0.41
N1 0.71 1.04 -0.72
C2 1.27 -0.27 -0.45
C3 0.53 -0.90 0.72
C4 -0.96 -0.86 0.42
N2 -1.35 0.53 0.25
H1 1.28 1.77 -1.12
H2 1.20 -0.93 -1.33
H3 2.34 -0.15 -0.22
H4 0.72 -0.31 1.63
H5 0.88 -1.92 0.89
H6 -1.54 -1.28 1.25
H7 -1.19 -1.44 -0.48
H8 -2.32 0.79 0.30



This record from the Open Molecules 2025 dataset describes the molecule C5H7NO. The level of theory is wB97M-V/def2-TZVPD.

frontier orbital gap	9.12	eV
LUMO	0.6851	eV
F_max	3.420	eV Å⁻¹
energy	-324.6213	hartree
HOMO	-8.437	eV
SMILES	C=C[C@@H](N)C=C=O

Positions of all 14 atoms, in Å:
C1 0.02 -0.47 -0.85
N1 0.00 -1.71 -0.13
C2 -1.28 0.28 -0.79
C3 0.76 0.75 -0.20
C4 1.34 0.69 1.00
C5 -1.97 0.55 0.32
O1 -2.18 1.01 1.38
H1 0.35 -0.62 -1.88
H2 -0.33 -1.60 0.82
H3 0.93 -2.12 -0.09
H4 -1.81 0.33 -1.73
H5 0.94 1.61 -0.85
H6 1.23 -0.16 1.65
H7 2.01 1.46 1.35



This record from the Open Molecules 2025 dataset describes a structure of composition C27H24Cl3GeInNO6P. The level of theory is wB97M-V/def2-TZVPD.

frontier orbital gap	7.19	eV
LUMO	-0.8124	eV
F_max	3.275	eV Å⁻¹
energy	-5538.5341	hartree
HOMO	-8.003	eV

Positions of all 64 atoms, in Å:
In1 -1.66 0.05 -0.58
O1 -3.85 1.02 2.79
C1 -3.39 -0.06 2.24
O2 -2.20 -0.13 1.85
C2 -4.33 -1.21 2.08
O3 -4.32 -1.56 0.69
C3 -5.33 -0.94 -0.14
C4 -4.80 0.19 -1.05
O4 -5.64 0.69 -1.78
O5 -3.60 0.64 -0.93
H1 -3.17 1.73 2.83
H2 -3.91 -2.11 2.60
H3 -5.34 -0.96 2.42
H4 -5.75 -1.73 -0.79
H5 -6.18 -0.54 0.46
C5 1.79 0.82 4.84
C6 2.16 1.76 3.86
C7 1.98 1.47 2.50
C8 1.47 0.25 2.10
C9 1.05 -0.72 3.05
C10 1.23 -0.40 4.40
P1 1.30 -0.01 0.32
C11 2.98 -0.21 -0.38
C12 4.16 0.43 0.15
C13 5.39 0.24 -0.48
C14 5.50 -0.64 -1.56
C15 4.38 -1.31 -2.05
C16 3.12 -0.99 -1.55
C17 0.59 -1.70 0.27
C18 1.37 -2.85 0.50
C19 0.76 -4.10 0.39
C20 -0.59 -4.20 0.10
C21 -1.35 -3.06 -0.14
C22 -0.74 -1.83 -0.09
H6 1.95 1.01 5.88
H7 2.49 2.77 4.15
H8 2.27 2.25 1.74
H9 0.56 -1.63 2.73
H10 0.84 -1.07 5.20
H11 4.08 1.03 1.08
H12 6.25 0.78 -0.11
H13 6.47 -0.78 -2.02
H14 4.49 -1.96 -2.92
H15 2.24 -1.46 -1.94
H16 2.43 -2.68 0.81
H17 1.35 -4.99 0.60
H18 -1.07 -5.20 0.08
H19 -2.41 -3.18 -0.34
O6 -1.17 -0.27 -2.72
N1 -0.58 0.84 -3.26
C23 -1.26 2.02 -3.25
C24 -0.64 3.10 -3.84
C25 0.65 3.03 -4.39
C26 1.24 1.74 -4.40
C27 0.61 0.63 -3.89
H20 -2.24 2.08 -2.73
H21 -1.26 3.99 -3.91
H22 1.11 3.88 -4.91
H23 2.22 1.56 -4.82
H24 0.99 -0.39 -3.91
Cl1 -1.68 3.30 2.48
Ge1 -1.15 3.07 0.25
Cl2 -2.66 4.35 -0.75
Cl3 0.82 4.15 0.18



This record from the Open Molecules 2025 dataset describes a cluster of 3 separate species, CH3O4S in total. The level of theory is wB97M-V/def2-TZVPD.

frontier orbital gap	6.30	eV
LUMO	3.4456	eV
F_max	3.008	eV Å⁻¹
charge	-1
energy	-739.0265	hartree
HOMO	-2.854	eV

Positions of all 9 atoms, in Å:
C1 3.16 0.54 0.05
O1 -1.74 0.67 1.03
O2 -0.71 1.27 -1.02
O3 3.76 0.11 0.96
O4 2.66 1.13 -0.80
S1 -1.46 2.03 0.24
H1 0.65 0.01 1.22
H2 0.13 0.94 -0.80
H3 -0.80 0.20 1.24



This record from the Open Molecules 2025 dataset describes the molecule C4H10O. The level of theory is wB97M-V/def2-TZVPD.

frontier orbital gap	10.39	eV
LUMO	1.1006	eV
F_max	5.382	eV Å⁻¹
energy	-233.5541	hartree
HOMO	-9.293	eV
SMILES	CCCOC

Positions of all 15 atoms, in Å:
C1 -1.32 0.12 1.83
C2 -0.95 0.44 0.40
C3 0.05 -0.62 -0.19
C4 1.77 0.17 -1.77
H1 -2.29 -0.48 1.88
H2 -0.61 -0.61 2.27
H3 -1.52 1.02 2.35
H4 -1.95 0.48 -0.08
H5 -0.58 1.43 0.12
H6 0.87 -0.81 0.57
H7 -0.28 -1.68 -0.64
H8 2.23 1.05 -1.26
H9 1.71 -0.02 -2.89
H10 2.34 -0.64 -1.27
O1 0.53 0.14 -1.34



This record from the Open Molecules 2025 dataset describes a cluster of 2 separate species, C4H12O in total. The level of theory is wB97M-V/def2-TZVPD.

frontier orbital gap (alpha / beta)	11.24 / 4.15	eV
LUMO (alpha / beta)	-3.5520 / -10.4476	eV
spin multiplicity	2
F_max	7.102	eV Å⁻¹
charge	+1
energy	-234.3903	hartree
HOMO (alpha / beta)	-14.787 / -14.593	eV

Positions of all 17 atoms, in Å:
C1 -0.97 -2.62 1.74
C2 -0.77 -1.04 1.60
H1 -0.73 -2.96 2.75
H2 -1.89 -2.68 1.22
H3 -0.27 -3.15 1.19
H4 -0.44 -0.66 2.64
H5 -1.66 -0.52 1.25
H6 0.14 -0.86 0.95
C3 0.25 1.56 -1.11
C4 1.69 1.69 -1.53
O1 -0.60 1.30 -2.29
H7 0.30 0.56 -0.59
H8 -0.02 2.36 -0.41
H9 2.29 1.76 -0.66
H10 -1.23 1.93 -2.34
H11 1.83 2.49 -2.26
H12 2.09 0.85 -2.15